[1]
41
Properties=species:S:1:pos:R:3:forces:R:3 method="wB97M-V/def2-TZVPD" homo_energy_ev=-11.514 orbital_gap_ev=7.27 charge=+1 max_force_ev_per_a=11.483 total_energy_ev=-51206.2478
C 3.4468 -1.6145 2.1703 -0.2 0.5 0.5
C 2.2494 -0.7553 1.5317 0.6 -1.5 1.1
N 2.2470 -0.7794 0.0434 0.2 1.4 -0.3
C 0.9711 -0.3036 -0.5460 -0.3 1.0 -0.8
C 0.4167 1.0543 0.1567 0.8 -1.5 1.9
N -0.6803 1.6981 -0.6061 -0.7 1.5 1.0
C -2.0507 1.2583 -0.1843 -2.0 -1.1 0.1
C -2.3591 -0.2890 -0.5574 0.6 1.0 -1.0
C -3.9269 -0.4700 -0.8086 -0.1 0.7 0.9
C -4.5768 -1.7827 -0.1550 -0.7 -0.3 -1.3
N -3.6415 -2.9080 0.0936 -0.3 0.8 0.9
S -0.6315 3.3967 -0.6374 2.3 0.9 -4.2
O -0.5517 3.8035 -2.1079 -1.1 -1.1 5.0
O 0.5037 4.0663 0.1048 -3.0 -10.8 2.3
F -2.0617 4.1444 -0.0723 2.5 -1.6 -0.5
C 3.4155 -0.1242 -0.5435 2.0 1.8 -0.9
C 4.7350 -0.9903 -0.8561 -0.7 0.1 -0.2
O 3.4695 1.0837 -0.8661 -1.1 -3.2 0.9
H 3.3960 -1.4668 3.3049 0.1 -0.2 -1.6
H 3.3344 -2.7267 1.9910 0.1 1.4 -0.1
H 4.4789 -1.2506 1.8398 -1.5 -0.6 0.4
H 1.2824 -1.2664 1.8650 1.2 0.8 -0.4
H 2.3102 0.2799 1.9936 -0.2 -1.0 -0.7
H 0.2360 -1.1616 -0.4878 0.7 1.2 0.0
H 1.1452 -0.0074 -1.6397 -0.2 -0.7 1.5
H -0.0015 0.7782 1.1911 0.6 0.4 -1.4
H 1.3352 1.6849 0.3462 -1.3 -0.3 -0.7
H -2.1974 1.4407 0.9408 0.2 -0.3 -1.6
H -2.8559 1.8461 -0.7517 1.5 -0.6 0.8
H -1.9083 -0.9916 0.2055 -0.7 0.8 -0.8
H -1.8269 -0.4444 -1.5638 -0.6 0.0 1.5
H -4.1260 -0.4039 -1.9282 0.2 -0.2 1.5
H -4.4424 0.4330 -0.3173 0.6 -1.2 -0.8
H -5.3446 -2.1701 -0.9167 1.0 0.7 1.1
H -5.1870 -1.5422 0.7799 1.2 -0.3 -1.2
H -3.2514 -2.8262 1.0459 0.0 -0.2 -1.0
H -2.8984 -2.9747 -0.6058 -0.4 0.1 0.4
H 4.5129 -2.0999 -0.8841 0.3 1.3 0.3
H 5.5663 -0.7484 -0.1188 -1.2 -0.3 -0.9
H 5.1012 -0.6728 -1.8919 -0.6 -0.3 1.5
K 0.3666 5.8023 -0.5576 0.2 10.9 -3.5

***

[2]
53
Properties=species:S:1:pos:R:3:forces:R:3 method="wB97M-V/def2-TZVPD" homo_energy_ev="-7.277 / -7.132" s2=0.757 orbital_gap_ev="7.30 / 6.85" relative_energy_kj_mol=236.4 max_force_ev_per_a=3.762 total_energy_ev=-80244.2328 multiplicity=2
Os 0.4566 1.2397 0.1082 0.7 1.8 3.2
N -2.6545 -5.9974 -1.6398 0.0 0.1 0.0
C -1.8752 -4.8685 -1.6946 0.0 0.0 0.0
C -2.4650 -3.6043 -1.8163 0.0 0.0 0.0
C -1.6781 -2.4759 -1.9338 0.1 0.0 0.0
C -0.2952 -2.5967 -1.9225 0.1 0.0 0.0
C 0.3083 -3.8406 -1.7705 -0.1 0.1 0.0
C -0.4784 -4.9682 -1.6571 0.0 0.0 0.0
S 0.7079 -1.1714 -2.0895 -0.1 0.0 0.0
O 1.9170 -1.5292 -2.7687 0.1 -0.2 0.2
O -0.1121 -0.1186 -2.6363 -0.1 -0.1 -0.1
N 1.0221 -0.6419 -0.5772 -1.5 -0.3 -1.1
C 1.9583 -1.0534 0.2888 0.2 -0.1 -0.4
N 2.4674 -2.2774 0.3539 0.2 0.0 0.1
C 3.3912 -2.4509 1.2964 -0.1 0.1 -0.1
C 3.8079 -1.4397 2.1540 -0.1 -0.1 -0.1
C 3.1950 -0.2068 2.0003 0.0 0.3 0.3
N 2.2729 -0.0057 1.0743 0.0 0.4 -0.4
H -3.6530 -5.9265 -1.6116 0.0 0.0 0.0
H -2.2394 -6.8939 -1.4759 0.0 0.0 0.0
H -3.5458 -3.5218 -1.8222 0.0 0.0 0.0
H -2.1194 -1.4934 -2.0409 0.0 0.0 0.0
H 1.3875 -3.9011 -1.7430 0.0 -0.1 0.0
H -0.0196 -5.9435 -1.5425 0.0 0.0 0.0
H 3.7993 -3.4530 1.3732 0.1 0.0 0.0
H 4.5705 -1.6080 2.8986 0.0 0.0 0.0
H 3.4512 0.6438 2.6226 0.0 0.0 0.0
F -0.6862 3.1424 6.1761 0.0 0.0 0.1
C -0.7007 2.2958 5.1283 0.0 0.0 0.1
F -0.3675 1.0876 5.6065 0.0 -0.1 0.0
F -1.9702 2.2235 4.7106 -0.1 0.0 -0.1
C 0.2278 2.7604 4.0424 0.0 0.2 0.0
C 0.9847 3.8988 4.2144 0.0 -0.1 0.0
C 1.7889 4.3703 3.1761 0.1 0.0 0.0
C 1.7944 3.6702 1.9939 0.1 0.1 -0.1
N 1.0709 2.5628 1.8254 -1.2 0.0 -0.8
C 0.2785 2.0897 2.8022 -0.1 -0.2 0.4
S -0.5794 0.6832 2.3338 0.3 -0.4 -0.8
H 0.9516 4.4203 5.1608 0.0 0.0 0.0
H 2.3740 5.2721 3.2792 0.0 0.0 0.0
H 2.3843 3.9890 1.1426 -0.1 0.0 0.0
O -1.5315 1.6911 -0.3829 0.9 -0.6 -0.2
N -1.6669 2.0157 -1.6789 -0.2 0.0 -0.3
C -2.7168 1.5213 -2.3532 -0.2 -0.1 0.1
C -2.8847 1.7847 -3.6857 0.0 0.0 0.0
C -1.9589 2.6057 -4.3289 0.0 0.0 0.1
C -0.9066 3.1215 -3.6086 -0.1 0.0 -0.1
C -0.7396 2.7917 -2.2643 0.2 0.2 0.0
S 0.5983 3.2736 -1.2954 0.7 -0.9 0.0
H -3.3907 0.9205 -1.7612 0.1 -0.1 0.0
H -3.7132 1.3359 -4.2129 0.0 0.0 0.0
H -2.0603 2.8245 -5.3833 0.0 0.0 0.0
H -0.1578 3.7523 -4.0648 0.0 0.0 0.0

***

[3]
49
Properties=species:S:1:pos:R:3:forces:R:3 method="wB97M-V/def2-TZVPD" homo_energy_ev=-11.137 orbital_gap_ev=8.61 charge=+1 relative_energy_kj_mol=28.5 smiles="C[Si](C)(C)n1cc[n+]([C@H](/C=C/c2ccccc2)c2ccccc2)c1" max_force_ev_per_a=2.186 total_energy_ev=-33034.7073
C -4.0128 -0.5018 -3.0352 0.5 -0.1 0.2
Si -4.1149 0.4878 -1.4702 -0.9 0.0 -0.4
C -4.5768 2.2211 -1.9466 0.5 0.1 0.3
C -5.5395 -0.2048 -0.4761 0.3 -0.1 0.4
N -2.5464 0.4138 -0.5043 0.9 0.0 0.6
C -2.4914 -0.0704 0.7889 -0.2 0.1 -0.6
C -1.2123 -0.0381 1.2145 0.3 0.1 -0.1
N -0.4288 0.4896 0.1896 -0.4 -0.4 -1.9
C 1.1003 0.8048 0.0882 -0.8 -0.4 2.0
C 2.0301 -0.3869 0.4210 -0.2 -0.8 -0.6
C 2.1464 -1.4265 -0.4323 0.1 0.5 0.7
C 3.2183 -2.4658 -0.3493 0.4 -0.4 0.6
C 3.3522 -3.3717 -1.4160 -0.6 0.6 0.4
C 4.3236 -4.3595 -1.4150 0.4 -0.2 0.0
C 5.2086 -4.5122 -0.3448 -0.4 0.8 -0.4
C 5.1139 -3.6130 0.7156 -0.2 0.5 0.2
C 4.1506 -2.5941 0.7378 -0.6 -0.3 -0.8
C 1.2184 1.8318 1.2409 0.7 -0.3 0.3
C 0.5024 3.0076 1.2434 0.1 1.6 0.2
C 0.8267 4.0600 2.1163 0.3 -0.3 0.4
C 1.8754 3.9500 3.0397 -0.2 -0.5 0.2
C 2.4403 2.6781 3.1948 -0.5 -0.2 0.2
C 2.0010 1.6033 2.3834 1.5 0.5 0.4
C -1.2695 0.7489 -0.8204 -1.8 -0.4 -0.3
H -4.9544 -0.2894 -3.5508 0.1 -0.1 -0.1
H -3.1820 -0.1863 -3.6750 -0.2 -0.1 -0.1
H -3.9516 -1.5808 -2.8558 0.0 0.2 -0.1
H -5.4548 2.0998 -2.5886 0.1 0.1 0.0
H -4.8581 2.8430 -1.0895 0.1 -0.1 -0.2
H -3.7884 2.7200 -2.5206 -0.2 0.1 0.0
H -6.3940 -0.0948 -1.1707 0.3 -0.1 0.4
H -5.4269 -1.2778 -0.2315 -0.1 0.5 -0.1
H -5.7621 0.3709 0.4419 0.0 -0.3 -0.4
H -3.4093 -0.3815 1.2398 0.0 -0.2 0.5
H -0.8593 -0.3660 2.1651 0.5 0.0 0.2
H 1.2334 1.1974 -0.9850 -0.1 -0.4 1.9
H 2.6439 -0.4150 1.3639 -0.8 0.4 -1.7
H 1.3659 -1.4807 -1.2189 1.0 -0.2 0.0
H 2.6356 -3.2596 -2.2398 0.5 -0.2 0.2
H 4.4250 -4.9951 -2.2823 -0.1 -0.1 0.0
H 6.0175 -5.2313 -0.3912 -0.2 -0.1 0.1
H 5.8244 -3.6643 1.5400 -0.2 -0.1 -0.2
H 4.1235 -1.9354 1.6143 0.0 -0.2 -0.5
H -0.3401 3.1660 0.5853 0.1 0.0 -0.4
H 0.2715 4.9846 2.1143 -0.2 0.0 -0.3
H 2.1440 4.7706 3.7409 -0.2 -0.6 -0.9
H 3.1936 2.5065 3.9881 -0.7 0.0 -0.6
H 2.3888 0.6149 2.6703 -0.1 0.8 -0.4
H -1.2018 1.1321 -1.8283 1.4 0.2 0.2